This record from the OMol25 dataset describes C3H2O4Yb as an isolated structure in a non-equilibrium geometry. The level of theory is ωB97M-V with the def2-TZVPD basis set.

Calculated values
- Relative energy (zero: lowest compared OMol25 entry of this formula, charge and spin): 355.8 kJ/mol
- Gap between HOMO and LUMO (alpha / beta): 6.900 / 6.953 eV
- Maximum force: 2.91 eV/Å
- Charge: +1
- Multiplicity: 2
- Molecular weight: 275.08 g mol⁻¹

Last column: Löwdin charge in e.
Element x y z (Å)
H: 0.64981 2.42481 -2.10589  0.13
O: -0.68084 -3.41690 1.20781  -0.06
O: -1.32678 -1.70752 -0.19128  0.28
H: -0.63101 2.23799 0.16757  0.13
C: 0.36206 1.80611 -0.07853  -0.19
Yb: -1.31902 -5.80002 1.91013  1.13
O: 0.81292 0.82309 0.46364  0.04
C: -0.89070 -2.46315 0.56169  -0.36
O: 1.85155 3.51833 -0.81871  0.10
C: 1.17201 2.57726 -1.11644  -0.21


This record from the OMol25 dataset describes one molecule with the formula C3H2O5 in a non-equilibrium geometry. The level of theory is ωB97M-V with the def2-TZVPD basis set.

Calculated values
- Relative energy (zero: lowest compared OMol25 entry of this formula, charge and spin): 194.7 kJ/mol
- Gap between HOMO and LUMO: 8.632 eV
- Maximum force: 2.19 eV/Å
- Structure (SMILES): O=C=C(O)OC(=O)O
- Molecular weight: 118.04 g mol⁻¹

Last column: Löwdin charge in e.
Element x y z (Å)
O: -0.40923 0.67234 0.48303  0.10
C: -1.06806 -0.46590 0.03849  -0.58
O: -0.92189 -0.97898 -1.02926  0.16
O: 2.51300 -1.13809 0.56592  0.20
H: 0.69035 1.96274 -1.31296  0.13
H: -2.64782 -1.38660 0.54152  0.14
C: 1.63321 -0.43000 0.27768  -0.05
O: 1.33078 1.76304 -0.61157  0.10
O: -2.04729 -0.71834 0.90492  0.17
C: 0.92696 0.71980 0.14223  -0.37


This record from the OMol25 dataset describes a 2-piece molecular cluster, C3H2OS2 overall in a non-equilibrium geometry. The level of theory is ωB97M-V with the def2-TZVPD basis set.

Calculated values
- Relative energy (zero: lowest compared OMol25 entry of this formula, charge and spin): 547.0 kJ/mol
- Gap between HOMO and LUMO: 7.198 eV
- Maximum force: 5.19 eV/Å
- Molecular weight: 118.18 g mol⁻¹

Last column: Löwdin charge in e.
Element x y z (Å)
H: 1.24150 1.56226 -1.08837  0.15
S: 1.91657 -1.06641 -0.37970  0.76
H: -0.70702 -0.76516 2.32238  0.26
C: 0.53348 -0.24398 -0.12649  -0.98
C: 0.30695 1.14259 -0.54397  -0.27
S: -1.78607 -1.29064 -0.63241  0.63
C: -0.65920 -0.80008 0.66083  -0.52
O: -0.84621 1.46141 -0.21228  -0.01


This record from the OMol25 dataset describes one molecule with the formula C3H2OS3 in a non-equilibrium geometry. The level of theory is ωB97M-V with the def2-TZVPD basis set.

Calculated values
- Relative energy (zero: lowest compared OMol25 entry of this formula, charge and spin): 436.6 kJ/mol
- Gap between HOMO and LUMO (alpha / beta): 6.126 / 6.126 eV
- Maximum force: 4.37 eV/Å
- Molecular weight: 150.25 g mol⁻¹

Last column: Löwdin charge in e.
Element x y z (Å)
H: -3.76599 -1.02477 0.00450  0.13
H: -1.36013 -0.56098 1.96298  0.09
C: -2.03957 -1.09912 1.28132  -0.51
S: -1.26319 -2.38738 0.50731  0.47
S: -2.93975 2.24143 0.09947  0.86
O: -2.18957 1.81694 -1.07124  -0.57
S: -1.67233 -2.65421 -1.38631  0.15
C: -3.28922 0.87227 0.95218  -0.30
C: -3.04947 -0.43890 0.67178  -0.32


This record from the OMol25 dataset describes one molecule with the formula C3H2S in a non-equilibrium geometry. The level of theory is ωB97M-V with the def2-TZVPD basis set.

Calculated values
- Relative energy (zero: lowest compared OMol25 entry of this formula, charge and spin): 225.5 kJ/mol
- Gap between HOMO and LUMO (alpha / beta): 7.111 / 7.122 eV
- Maximum force: 2.68 eV/Å
- Molecular weight: 70.12 g mol⁻¹

Last column: Löwdin charge in e.
Element x y z (Å)
C: -0.04265 -0.01723 -0.59162  -0.38
C: 0.62537 1.21161 -0.43435  0.08
H: 1.10670 1.30868 0.48427  -0.04
H: -0.41330 -0.25807 -1.69081  0.12
C: -0.34227 -0.86939 0.44767  -0.61
S: -0.93386 -1.37560 1.78485  0.84


This record from the OMol25 dataset describes one molecule with the formula C3H2S in a non-equilibrium geometry. The level of theory is ωB97M-V with the def2-TZVPD basis set.

Calculated values
- Relative energy (zero: lowest compared OMol25 entry of this formula, charge and spin): 174.3 kJ/mol
- Gap between HOMO and LUMO: 8.276 eV
- Maximum force: 2.53 eV/Å
- Molecular weight: 70.12 g mol⁻¹

Last column: Löwdin charge in e.
Element x y z (Å)
H: 1.69728 -0.44075 -0.43652  0.06
H: 1.06489 0.17177 1.16622  0.06
C: -0.34032 -0.05887 -0.35161  -0.72
S: -1.72241 0.48538 0.54195  0.89
C: 0.85414 -0.10776 0.14986  -0.05
C: -1.55358 -0.04977 -1.06989  -0.25